Run one
The following is a DFT calculation (ωB97M-V/def2-TZVPD) of C2H5N2 as an isolated structure.

```
9
Properties=species:S:1:pos:R:3:lowdin_charge:R:1
C -0.70899 0.38053 0.76802 0.0410
C 0.54591 -0.27029 -0.59304 -0.1712
N -0.10564 0.91747 -0.38605 0.0874
N -0.18061 -0.81747 0.57796 0.1387
H -1.56071 0.75607 1.38894 0.1842
H 0.45615 -0.68385 -1.60390 0.1362
H 1.94709 -0.45638 -0.42838 0.2620
H -0.26729 1.85306 -0.74442 0.1782
H -0.12592 -1.67913 1.02087 0.1435
```

Values from the calculation:
- total charge = +1
- molecular weight (Da) = 57.08
- HOMO-LUMO gap (Ha) = 0.4097

---

Run two
The following is a DFT calculation (ωB97M-V/def2-TZVPD) of a 2-piece molecular cluster, C2H5N2 overall.

```
9
Properties=species:S:1:pos:R:3:lowdin_charge:R:1
C -1.99103 0.51587 -0.00374 0.0200
C 2.16365 -0.20621 -0.14311 -0.0276
N 1.47896 0.67538 0.29920 0.2889
N -0.90424 -0.07396 -0.05043 0.1073
H -2.01580 1.50111 -0.13136 0.0545
H -2.86023 -0.01816 0.29649 0.1055
H 1.83741 -1.31761 -0.32426 0.1798
H 3.33305 -0.04165 -0.11066 0.1990
H -1.04177 -1.03477 0.16787 0.0726
```

Values from the calculation:
- total charge = +1
- molecular weight (Da) = 57.08
- HOMO-LUMO gap (alpha / beta) (Ha) = 0.2556 / 0.2907

---

Run three
The following is a DFT calculation (ωB97M-V/def2-TZVPD) of C2H5N2 as an isolated structure.

```
9
Properties=species:S:1:pos:R:3:lowdin_charge:R:1
C 0.15860 0.84255 0.47082 -0.1102
C -0.05393 -0.81673 -0.50589 -0.0752
N 0.75303 -0.32196 0.60722 0.1066
N -0.61692 0.52679 -0.54284 0.0992
H 0.19128 2.33139 1.33658 0.3366
H 0.50603 -1.11108 -1.39553 0.1516
H -0.77417 -1.58787 -0.22017 0.1528
H 1.41698 -0.73036 1.24320 0.1697
H -1.26027 1.01942 -1.13901 0.1688
```

Values from the calculation:
- total charge = +1
- molecular weight (Da) = 57.08
- HOMO-LUMO gap (Ha) = 0.4067

---

Which structure is the most stable? The one labeled run one.

---

Run one
The following is a DFT calculation (ωB97M-V/def2-TZVPD) of an isolated molecule of C5H10S.

```
16
Properties=species:S:1:pos:R:3:lowdin_charge:R:1
C 1.78065 0.15622 1.11188 0.0095
C 1.14573 -0.40925 0.10144 -0.2481
C -0.24490 -0.07907 -0.37127 -0.9061
C -1.06066 -1.37195 -0.63343 -0.1232
C -0.99983 0.86926 0.67536 -0.1125
S -0.07235 0.77196 -1.97569 0.7434
H 2.75373 -0.24562 1.39814 0.0649
H 1.18971 0.88366 1.68528 0.0517
H 1.76212 -0.99434 -0.50466 0.0808
H -1.96463 -1.03633 -1.15756 0.0621
H -0.56911 -1.70482 -1.61624 0.0745
H -1.14592 -2.15713 0.16167 0.1031
H -1.99493 1.14577 0.26058 0.0790
H -0.36914 1.80180 0.50771 0.0613
H -0.94970 0.52457 1.74406 0.0923
H 0.73922 1.84527 -1.38726 -0.0329
```

Values from the calculation:
- total charge = 0
- molecular weight (Da) = 102.20
- HOMO-LUMO gap (Ha) = 0.3602
- structure (SMILES) = C=CC(C)(C)S

---

Run two
The following is a DFT calculation (ωB97M-V/def2-TZVPD) of an isolated molecule of C5H10S.

```
16
Properties=species:S:1:pos:R:3:lowdin_charge:R:1
C -2.60207 -0.89854 -0.34865 -0.0023
C -2.04011 0.01436 0.44121 -0.1558
C -0.55275 0.44387 0.42990 -0.4264
C -0.28686 1.67068 -0.37440 -0.1216
C 0.46525 -0.76692 0.03156 -0.5145
S 2.22225 -0.19041 -0.01424 0.6581
H -2.02291 -1.45020 -1.12602 0.0624
H -3.63758 -1.23333 -0.44791 0.0523
H -2.61274 0.59580 1.14152 0.0899
H -0.24768 0.56487 1.56878 0.1588
H -0.57209 2.58173 0.16664 0.0845
H 0.80836 1.75168 -0.53325 0.0262
H -0.69095 1.66453 -1.40831 0.0983
H 0.29599 -1.14897 -0.99927 0.0607
H 0.50407 -1.60474 0.75500 0.0679
H 2.71884 -1.45544 0.03296 -0.1385
```

Values from the calculation:
- total charge = 0
- molecular weight (Da) = 102.20
- HOMO-LUMO gap (Ha) = 0.3636
- structure (SMILES) = C=C[C@H](C)CS

---

Run three
The following is a DFT calculation (ωB97M-V/def2-TZVPD) of an isolated molecule of C5H10S.

```
16
Properties=species:S:1:pos:R:3:lowdin_charge:R:1
C 1.87237 1.33978 -0.04496 0.0276
C 1.43562 0.11707 0.22014 -0.4681
C 2.18800 -1.13870 -0.09891 -0.0672
C 0.02282 -0.06387 0.68806 -0.4502
S -1.25019 -0.01419 -0.68127 0.7958
C -2.59518 -0.06044 0.41002 -0.5067
H 1.27541 2.27332 0.09419 0.0835
H 2.89867 1.45570 -0.39054 0.0612
H 2.09880 -1.86483 0.74753 0.0944
H 3.25726 -0.97355 -0.23009 0.0755
H 1.81272 -1.48467 -1.03642 0.0736
H -0.19112 0.78827 1.41710 0.1072
H -0.03508 -0.98308 1.22812 0.0620
H -2.48392 -0.82754 1.19826 0.0480
H -3.53826 -0.20162 -0.11788 0.0356
H -2.63324 0.88199 0.94391 0.0276
```

Values from the calculation:
- total charge = 0
- molecular weight (Da) = 102.20
- HOMO-LUMO gap (Ha) = 0.3484
- structure (SMILES) = C=C(C)CSC

---

Which structure is the most stable? The one labeled run three.

---

Run one
The following is a DFT calculation (ωB97M-V/def2-TZVPD) of a 2-piece molecular cluster, C3H8OS overall.

```
13
Properties=species:S:1:pos:R:3:lowdin_charge:R:1
C 0.75842 -1.95116 1.39957 -0.1574
O 0.75994 -3.00810 1.98338 0.0030
H 1.39416 -1.06009 1.55461 0.0775
H 0.15359 -1.77914 0.48130 0.0398
C -1.40198 0.58927 -0.17135 -0.1600
C -0.05163 1.14573 -0.65801 -0.6081
S 1.11262 0.04719 -1.63494 0.6311
H -1.26628 -0.23507 0.45518 0.0100
H -2.04968 0.35093 -1.09827 0.1051
H -1.84339 1.44065 0.36556 0.0777
H -0.19508 2.15279 -1.16778 0.0837
H 0.51355 1.35348 0.25507 0.0444
H 2.11576 0.95352 -1.76431 -0.1469
```

Values from the calculation:
- total charge = 0
- molecular weight (Da) = 92.16
- HOMO-LUMO gap (Ha) = 0.3679
- structure (SMILES) = C=O.CCS

---

Run two
The following is a DFT calculation (ωB97M-V/def2-TZVPD) of an isolated molecule of C3H8OS.

```
13
Properties=species:S:1:pos:R:3:lowdin_charge:R:1
C 0.33078 -0.05117 -0.14199 -0.3181
C -0.91746 -2.26263 0.90394 -0.4190
C 0.82206 1.35346 -0.80233 -0.1122
O -2.31865 -0.00733 0.34821 -0.3621
S -1.29174 -1.24195 -0.28556 0.9128
H 1.08928 -0.82651 -0.47733 0.0702
H 0.26833 -0.02087 0.94642 0.0415
H -0.40888 -1.97647 1.86997 0.0394
H -1.22234 -3.28674 0.83157 -0.0153
H -0.19084 1.82345 -0.98051 0.0656
H 1.25081 1.20039 -1.84128 0.0721
H 1.63734 1.78905 -0.24513 0.0540
H -2.32895 0.74903 -0.16102 -0.0288
```

Values from the calculation:
- total charge = 0
- molecular weight (Da) = 92.16
- HOMO-LUMO gap (Ha) = 0.3352

---

Run three
The following is a DFT calculation (ωB97M-V/def2-TZVPD) of a 2-piece molecular cluster, C3H8OS overall.

```
13
Properties=species:S:1:pos:R:3:lowdin_charge:R:1
C 0.84205 -0.92999 -0.28875 -0.3310
C 0.31551 0.46930 -0.06921 -0.3472
C -1.30354 0.68425 -0.25902 -0.7129
H 2.67583 0.59721 1.07454 0.3661
H 0.71115 -1.49815 -1.34102 0.1736
H 0.27866 -1.47649 0.73976 0.1504
H 1.07741 1.11887 -0.48092 0.0828
H 0.53850 0.77302 0.97749 0.0759
H -1.88469 1.75706 -0.29166 0.1219
H -1.16231 0.30372 -1.36991 0.0540
H -2.01738 -0.64736 1.43788 -0.0388
O 2.20484 -0.50789 -0.08961 -0.2702
S -2.27603 -0.64356 -0.03958 0.6752
```

Values from the calculation:
- total charge = 0
- molecular weight (Da) = 92.16
- HOMO-LUMO gap (Ha) = 0.2633

---

Which structure is the most stable? The one labeled run one.

---

Run one
The following is a DFT calculation (ωB97M-V/def2-TZVPD) of a 3-piece molecular cluster, C3H8OS overall.

```
13
Properties=species:S:1:pos:R:3:lowdin_charge:R:1
C 2.94821 -0.34159 -0.08595 -0.0741
C 2.32593 -1.49793 0.16079 -0.0820
H 3.31873 0.33632 0.64777 0.0321
H 3.13317 -0.21244 -1.19545 0.0708
H 2.41275 -2.20951 -0.58893 0.0164
H 2.01508 -1.92582 1.11019 0.0492
C -3.65953 0.09929 0.27204 -0.5399
S -2.13344 -0.37772 0.24521 0.7071
H -3.76761 0.98943 -0.29587 -0.0248
H -4.58709 -0.44256 0.67893 0.0438
O -0.74962 1.83372 -0.66165 -0.1470
H -1.38276 1.71714 0.03108 -0.0814
H 0.12617 2.03170 -0.31814 0.0299
```

Values from the calculation:
- total charge = 0
- molecular weight (Da) = 92.16
- HOMO-LUMO gap (Ha) = 0.3015
- structure (SMILES) = C=C.C=S.O

---

Run two
The following is a DFT calculation (ωB97M-V/def2-TZVPD) of an isolated molecule of C3H8OS.

```
13
Properties=species:S:1:pos:R:3:lowdin_charge:R:1
O 0.11288 0.61945 -2.45443 -0.0674
C 0.08130 -0.32080 -1.37596 -0.2560
C 0.00107 0.34409 0.03869 -0.2684
C -0.06221 -0.71431 1.16685 -0.6127
S -0.08675 -0.01638 2.82020 0.7046
H 0.12690 1.48485 -2.03714 0.0708
H 0.93897 -0.97664 -1.45028 0.1117
H -0.88750 -0.81125 -1.38124 0.1122
H -0.98351 0.82574 -0.04750 0.1117
H 0.67837 1.17351 0.25648 0.0969
H -0.98125 -1.30089 1.05010 0.0668
H 0.66958 -1.50414 0.92858 0.0770
H 0.39213 1.19677 2.48564 -0.1470
```

Values from the calculation:
- total charge = 0
- molecular weight (Da) = 92.16
- HOMO-LUMO gap (Ha) = 0.3723
- structure (SMILES) = OCCCS

---

Run three
The following is a DFT calculation (ωB97M-V/def2-TZVPD) of C3H8OS as an isolated structure.

```
13
Properties=species:S:1:pos:R:3:lowdin_charge:R:1
C 1.08623 -0.15021 -0.79160 -0.4206
C 2.14612 -0.21994 0.25758 -0.1956
C -2.24151 0.80125 0.41762 -0.0441
O -0.56759 -1.82324 0.40987 -0.4651
S -0.48874 -0.58977 -0.33892 0.8184
H 1.04443 0.77409 -1.35985 0.0482
H 3.12306 -0.22229 -0.23611 0.0723
H 2.13357 0.62756 0.95467 0.0687
H 2.03315 -1.14487 0.82156 0.0627
H -2.69412 1.11128 -0.50487 -0.0027
H -2.81327 0.11505 1.01340 0.0018
H -1.72634 1.56437 0.96932 -0.0018
H -1.03499 -0.84328 -1.61268 0.0575
```

Values from the calculation:
- total charge = 0
- molecular weight (Da) = 92.16
- HOMO-LUMO gap (alpha / beta) (Ha) = 0.2795 / 0.2794

---

Which structure is the most stable? The one labeled run two.